1.
ORCA calculation (ωB97M-V/def2-TZVPD) on a cluster of 2 separate species, C5H8NO in total in a non-equilibrium geometry.

```
! wB97M-V def2-TZVPD RIJCOSX def2/J DEFGRID3
* xyz 1 1
C -2.155 -1.075 -0.424
C -0.984 -0.543 -0.051
C -2.212 0.245 0.087
C 1.389 1.164 -0.598
C 0.385 -0.861 0.110
N 1.163 0.256 0.546
O -2.643 1.330 0.391
H -2.756 -1.994 -0.744
H 2.243 0.705 -1.114
H 0.461 1.177 -1.255
H 1.632 2.202 -0.222
H 0.737 -1.539 -0.642
H 0.368 -2.119 1.724
H 1.950 0.294 1.138
H 0.421 0.758 1.053
*
```

Kohn-Sham gap (spin up / spin down): 7.907 / 7.198 eV
LUMO (spin up / spin down): -5.6 / -6.2 eV

Atomic partial charges in e from the Löwdin method, atoms 1 to 4:
1. C 0.174
2. C -0.158
3. C -0.335
4. C 0.016

2.
ORCA calculation (ωB97M-V/def2-TZVPD) on the ion C5H8NO with charge +1 in a non-equilibrium geometry.

```
! wB97M-V def2-TZVPD RIJCOSX def2/J DEFGRID3
* xyz 1 1
C -1.352 0.984 0.334
C 0.114 1.245 0.379
C -0.532 0.339 -0.781
C 1.121 0.611 1.201
C 0.926 -1.671 0.012
N -0.224 -1.188 -0.826
O 1.421 -0.678 0.879
H -1.773 0.361 1.092
H -1.917 1.887 0.037
H 0.312 2.192 0.138
H -0.247 0.735 -1.811
H 1.545 0.858 2.134
H 1.509 -2.499 -0.346
H -0.990 -1.846 -0.636
H 0.086 -1.331 -1.805
*
```

Kohn-Sham gap (spin up / spin down): 7.840 / 9.049 eV
LUMO (spin up / spin down): -4.3 / -3.8 eV

Atomic partial charges in e from the Löwdin method, atoms 1 to 4:
1. C -0.013
2. C -0.172
3. C -0.075
4. C 0.019

3.
ORCA calculation (ωB97M-V/def2-TZVPD) on the ion C5H8NO with charge +1 in a non-equilibrium geometry.

```
! wB97M-V def2-TZVPD RIJCOSX def2/J DEFGRID3
* xyz 1 1
C -0.219 -1.955 0.289
C 0.284 -0.899 0.914
C -0.235 -1.763 -1.172
C 0.307 -0.263 -1.348
C -0.074 1.482 0.357
N 0.618 0.223 0.018
O 1.030 -1.379 -1.681
H -0.554 -2.861 0.763
H 0.486 -0.777 1.963
H -0.927 -2.228 -1.855
H -0.011 0.453 -2.087
H -1.150 1.330 0.297
H 0.187 1.800 1.364
H 0.218 2.264 -0.344
H 1.637 0.374 0.085
*
```

structure (SMILES): C[N@H+]1C=C[C@@H]2O[C@@H]21
Kohn-Sham gap: 11.352 eV
LUMO: -3.6 eV

Atomic partial charges in e from the Löwdin method, atoms 1 to 4:
1. C 0.047
2. C -0.001
3. C -0.093
4. C -0.150

4.
ORCA calculation (ωB97M-V/def2-TZVPD) on the ion C5H8NO with charge +1 in a non-equilibrium geometry.

```
! wB97M-V def2-TZVPD RIJCOSX def2/J DEFGRID3
* xyz 1 3
C 0.802 -0.548 0.926
C 0.072 -0.168 -0.160
C -0.684 1.347 0.504
C 0.584 0.267 2.122
C 0.113 -0.968 -1.487
N -0.646 -0.765 -2.564
O -0.555 1.068 1.837
H 1.548 -1.278 0.998
H -0.212 2.213 0.116
H -1.780 1.281 0.041
H 0.379 -0.241 3.032
H 1.579 1.011 2.247
H 0.740 -1.814 -1.501
H -0.573 -1.338 -3.392
H -1.367 -0.068 -2.718
*
```

Kohn-Sham gap (spin up / spin down): 8.299 / 6.791 eV
LUMO (spin up / spin down): -3.2 / -8.1 eV
expectation value of S²: 2.008

Atomic partial charges in e from the Löwdin method, atoms 1 to 4:
1. C -0.005
2. C 0.066
3. C -0.046
4. C -0.134

5.
ORCA calculation (ωB97M-V/def2-TZVPD) on a structure of composition C5H8NO2 in a non-equilibrium geometry.

```
! wB97M-V def2-TZVPD RIJCOSX def2/J DEFGRID3
* xyz -1 1
O 1.742 0.818 -0.715
C 1.611 0.616 0.679
O 1.060 1.505 1.402
C 0.672 -0.723 0.739
C -0.347 -0.498 -0.456
C -1.383 0.474 -0.194
C -2.367 0.712 -1.073
N 1.209 -1.944 0.837
H 0.021 -0.662 1.640
H 0.688 0.162 -1.086
H -0.630 -1.455 -0.887
H -1.473 0.990 0.755
H -2.497 0.047 -1.916
H -3.022 1.557 -0.907
H 2.073 -1.958 0.245
H 2.643 0.357 0.935
*
```

Kohn-Sham gap: 5.760 eV
LUMO: 2.3 eV

Atomic partial charges in e from the Löwdin method, atoms 1 to 4:
1. O -0.197
2. C -0.651
3. O -0.065
4. C -0.450

6.
ORCA calculation (ωB97M-V/def2-TZVPD) on a structure of composition C5H8NO2 in a non-equilibrium geometry.

```
! wB97M-V def2-TZVPD RIJCOSX def2/J DEFGRID3
* xyz -1 1
O -5.707 0.100 -0.030
C -4.503 -0.139 -0.419
O -3.344 0.347 0.005
C -0.141 -0.159 0.446
C 1.213 -0.750 0.144
C 2.404 -0.102 -0.041
C 3.398 0.485 0.808
N 2.097 0.092 -1.396
H -0.077 0.719 1.109
H -0.844 -0.908 0.805
H 1.307 -1.745 -0.333
H -0.629 0.178 -0.440
H 3.705 1.409 0.301
H 3.584 0.229 1.804
H 1.928 1.133 -1.519
H -4.389 -0.890 -1.246
*
```

Kohn-Sham gap: 6.931 eV
LUMO: 2.7 eV

Atomic partial charges in e from the Löwdin method, atoms 1 to 4:
1. O -0.188
2. C -0.598
3. O -0.230
4. C -0.059

7.
ORCA calculation (ωB97M-V/def2-TZVPD) on a structure of composition C5H8NO2 in a non-equilibrium geometry.

```
! wB97M-V def2-TZVPD RIJCOSX def2/J DEFGRID3
* xyz 1 1
C 2.595 -0.697 0.017
C 0.048 -1.429 -0.100
C 0.569 0.971 0.310
C 2.014 1.551 -0.226
C -1.368 -1.338 -0.240
N 0.715 -0.407 0.205
O 2.986 -1.779 0.167
O 2.911 0.497 -0.187
H 0.680 -2.278 -0.422
H 0.455 1.265 1.373
H -0.400 1.318 -0.211
H 1.856 1.899 -1.271
H 2.478 2.395 0.437
H -1.636 -0.523 0.495
H -1.928 -1.377 -1.135
H -1.774 -2.280 0.172
*
```

Kohn-Sham gap: 11.693 eV
LUMO: -4.1 eV

Atomic partial charges in e from the Löwdin method, atoms 1 to 4:
1. C -0.296
2. C -0.097
3. C -0.098
4. C -0.053

8.
ORCA calculation (ωB97M-V/def2-TZVPD) on a cluster of 2 separate species, C5H8NO2S3 in total in a non-equilibrium geometry.

```
! wB97M-V def2-TZVPD RIJCOSX def2/J DEFGRID3
* xyz 1 1
C -1.679 1.974 1.065
C -2.603 1.045 0.702
C -2.848 3.002 -0.904
C -0.067 -0.971 -1.127
C 2.588 -1.636 -1.099
N 1.272 -1.774 -1.843
O -1.127 -1.256 -1.891
O 0.237 0.021 -0.520
S -1.634 3.386 0.134
S -3.518 1.426 -0.774
S -1.060 -2.591 -0.662
H -0.789 1.622 1.611
H -2.705 0.122 1.321
H -3.251 3.656 -1.599
H 2.563 -0.590 -0.628
H 2.776 -2.477 -0.418
H 3.338 -1.723 -1.853
H 0.794 -2.781 -1.786
H 1.231 -1.514 -2.762
*
```

Kohn-Sham gap: 6.650 eV
LUMO: -5.1 eV

Atomic partial charges in e from the Löwdin method, atoms 1 to 4:
1. C -0.451
2. C -0.381
3. C -0.671
4. C -0.931

Computed values of calculated total energy (unit: eV) for the preceding records, in sequence: -8838.3676 -8839.8743 -8843.1377 -8839.7162 -10894.2171 -10896.7060 -10890.6758 -43395.4001.